Entry 1:
Formula: C22H27N3O4
Source: OMol25
Level of theory: wB97M-V/def2-TZVPD

Its spin multiplicity is 1. For the largest force on an atom, the calculation gives 0.0245 Eh/bohr. The value obtained for the HOMO energy is -7.05 eV. Its SMILES is COc1ccc(N2CCN([C@@H](CNC(C)=O)c3ccc4c(c3)OCO4)CC2)cc1. The total energy comes out at -35911.794 eV. The calculation puts the lowest unoccupied orbital energy at 0.61 eV.

CARTESIAN COORDINATES (ANGSTROEM)
H -1.33 -1.25 -2.61
H -0.80 0.77 -1.21
C -0.94 2.89 0.27
C -2.93 -2.36 0.84
O -6.34 -1.16 1.07
H 0.42 0.54 -2.48
C 3.73 0.78 1.40
H -0.25 0.05 1.08
C 1.97 1.11 -0.43
C -0.02 -1.97 0.36
C -4.23 -2.18 1.24
C -5.06 -1.26 0.59
H 0.26 -1.92 -2.20
H -0.40 -2.41 1.28
C -4.54 -0.55 -0.47
N -1.07 -1.90 -0.64
C -7.20 -0.23 0.47
H 0.48 3.43 -1.10
C 5.20 -0.76 -0.31
N 0.31 2.96 -0.23
N 1.07 -0.02 -0.58
C 0.55 -0.58 0.65
C 3.28 0.57 0.10
H 0.77 -2.61 -0.04
H -2.96 3.45 -0.16
H -1.76 4.70 -0.56
C 4.92 0.23 1.87
H -6.81 0.79 0.55
H -5.14 0.17 -1.01
H -8.14 -0.30 1.01
H 3.69 -0.40 -1.78
H 1.07 1.96 1.37
H -2.87 -0.14 -1.70
H 2.25 3.02 0.55
C -0.55 -1.28 -1.84
C -3.22 -0.73 -0.87
H 8.09 -1.46 -0.42
H 7.20 -2.92 0.13
H 5.26 0.40 2.88
H 3.15 1.38 2.08
C -2.38 -1.63 -0.23
O 6.11 -1.55 -0.97
C 4.03 -0.22 -0.78
C 0.01 0.12 -1.56
C 1.43 2.30 0.40
C 5.65 -0.54 0.99
H 1.36 -0.66 1.37
C 7.13 -1.83 -0.04
H 2.16 1.49 -1.45
O -1.21 2.30 1.29
H -7.37 -0.47 -0.59
H -2.33 -3.10 1.34
H -4.64 -2.75 2.06
C -1.97 3.63 -0.57
O 6.84 -1.19 1.19
H -1.94 3.28 -1.60

---

Entry 2:
Formula: C4H11NO3
Source: OMol25
Level of theory: wB97M-V/def2-TZVPD

Its spin multiplicity is 1. For the largest force on an atom, the calculation gives 0.0742 Eh/bohr. The value obtained for the HOMO energy is -9.50 eV. Its SMILES is CC(=O)NCCO.O. The total energy comes out at -11958.117 eV. The calculation puts the lowest unoccupied orbital energy at 0.28 eV.

CARTESIAN COORDINATES (ANGSTROEM)
O 2.13 -0.88 1.71
O -0.93 1.75 -2.55
H -2.52 0.75 -0.32
H 1.43 -1.54 1.88
C -1.76 1.52 -0.32
H -0.17 -0.42 0.65
C 1.93 -0.59 0.36
H 2.78 0.07 0.20
O -1.43 -3.19 1.81
C 0.68 0.17 0.29
H 0.54 0.93 1.05
H -1.95 -2.89 2.54
N 0.45 0.82 -0.99
H -1.56 -2.55 1.09
H -1.30 1.37 0.70
H 1.87 -1.51 -0.18
H -2.23 2.57 -0.38
C -0.76 1.46 -1.40
H 1.21 0.71 -1.67

---

Entry 3:
Formula: C52H68BrClN4O5PS2
Source: OMol25
Level of theory: wB97M-V/def2-TZVPD

Its spin multiplicity is 1. For the largest force on an atom, the calculation gives 0.0938 Eh/bohr. The value obtained for the HOMO energy is -10.14 eV. Its total charge is +1. The total energy comes out at -184732.254 eV. The calculation puts the lowest unoccupied orbital energy at -3.20 eV.

CARTESIAN COORDINATES (ANGSTROEM)
H -3.83 3.34 3.63
C -2.05 3.46 -0.90
O 3.60 1.77 6.34
C -0.77 -0.92 -6.00
H -3.59 -1.40 -5.73
C 4.27 0.98 5.34
H 2.25 0.16 6.22
H -1.10 5.79 3.33
C -5.70 1.88 2.19
H -5.45 0.86 6.34
C 8.55 -1.50 -2.70
H -1.26 -0.09 -5.50
H 4.28 -2.93 -11.29
H -0.99 -1.40 1.79
C -5.62 -0.71 -5.83
N -3.08 1.64 4.85
H 2.71 1.21 -9.08
C 7.69 -1.62 -3.79
H 1.84 -0.98 -8.35
C -2.11 -0.42 4.28
S 1.39 -2.14 -1.06
O 4.98 -1.09 1.81
C 0.18 -1.68 -5.32
C 4.50 -2.28 2.48
H -7.62 0.07 -5.63
H -1.67 -4.40 2.52
C 1.30 -2.78 0.51
H 4.27 -0.15 5.50
C 3.93 -2.02 -10.81
C 0.81 -2.74 -5.96
H 4.05 -1.95 3.48
H 1.55 -3.33 -5.43
H 1.65 3.41 -0.37
H -2.83 3.17 -1.67
C -0.55 3.22 -1.20
C -3.34 0.56 3.85
C 2.44 -0.84 1.54
H 1.64 -0.22 1.01
C 8.03 -1.41 -1.41
C -3.08 3.06 4.45
O 4.83 1.46 4.34
H -0.72 -2.53 -8.99
C -2.37 1.19 6.02
C 3.98 0.38 -10.60
H -7.37 0.59 -3.23
H 0.82 4.44 2.02
C -2.12 -1.93 3.74
H -2.69 -0.11 1.78
C 5.80 -1.56 -2.30
H -2.27 -3.35 1.08
C 3.05 0.31 -9.57
C -6.68 -0.14 -5.13
H -2.05 2.91 7.06
H 3.32 -4.15 1.95
H 4.09 -0.81 -0.10
C -1.37 -3.59 1.75
H -1.25 1.87 9.15
H 9.62 -1.49 -2.85
C 2.20 1.31 6.24
H -5.73 -0.94 -6.88
H 0.64 0.20 8.90
C 3.00 -2.09 -9.77
C 0.25 0.66 7.91
C 2.56 -0.93 -9.15
H -6.56 -1.54 3.84
C -1.09 -1.22 -7.32
C -0.47 -2.29 -7.96
O -5.90 0.69 5.47
C -5.34 -0.12 -3.12
H -3.42 3.67 5.38
H 8.10 -1.69 -4.79
H -1.50 -0.76 6.27
C -3.21 0.79 2.29
H -2.47 1.67 2.12
C -4.28 -0.68 -3.83
H 2.45 -0.47 2.64
C 4.42 -0.79 -11.22
H -5.91 2.90 1.69
H 0.31 -0.18 7.14
H 3.88 -3.18 0.50
H 0.98 -3.87 -7.78
H 2.62 -3.06 -9.45
H -3.34 -0.88 -3.32
S 0.05 -4.17 0.71
C 3.46 -3.07 1.56
H 1.98 2.01 8.35
N -2.27 -0.28 5.78
H -3.61 4.20 0.70
H -1.89 0.29 8.49
C -4.52 1.12 1.44
H 1.79 1.77 5.27
C -1.23 1.20 8.22
C 6.66 -1.43 -1.21
H -1.83 -0.63 -7.85
H 8.70 -1.31 -0.56
C 3.93 -0.49 0.98
H -5.56 2.06 3.31
H -5.23 0.11 -2.07
N 2.16 -2.30 1.60
C -1.03 -2.23 2.59
P -4.83 -0.36 4.63
H 4.72 -1.58 -2.15
C 0.54 3.59 -0.15
H -1.84 -2.62 4.63
H -3.16 -2.30 3.40
Br -0.25 0.26 4.04
H 5.42 -2.93 2.73
C -1.83 4.96 3.01
C -2.50 4.04 0.46
C -4.42 -0.97 -5.18
H -2.92 5.33 3.06
C 1.29 1.81 7.46
H -0.24 2.76 -2.21
C 0.49 -3.04 -7.28
H -4.18 1.81 0.58
H 4.11 0.65 1.06
C -1.67 3.67 4.01
H 0.03 -2.42 3.01
C -6.54 0.15 -3.77
C -1.46 4.39 1.54
Cl -5.12 -0.40 0.54
H 0.74 2.76 7.11
O -5.62 -1.40 3.54
H -6.66 1.26 2.08
H 5.65 -1.73 -4.44
H 0.42 -1.44 -4.29
H -0.98 2.95 3.47
C 0.06 4.17 1.21
H 6.25 -1.36 -0.21
C 6.32 -1.64 -3.59
H 5.13 -0.73 -12.04
N -1.90 1.88 7.07
H 4.36 1.34 -10.93
H -1.06 4.05 4.92

---

Entry 4:
Formula: C33H16Cl80O3S
Source: OMol25
Level of theory: wB97M-V/def2-TZVPD

Its spin multiplicity is 1. For the largest force on an atom, the calculation gives 0.0277 Eh/bohr. The value obtained for the HOMO energy is -8.76 eV. The total energy comes out at -1053242.820 eV. The calculation puts the lowest unoccupied orbital energy at -1.23 eV.

CARTESIAN COORDINATES (ANGSTROEM)
C 6.71 -3.52 -3.43
Cl -2.12 -6.87 0.38
Cl 2.17 4.23 -1.25
C 0.07 -4.90 -2.06
Cl 10.60 -6.35 1.31
H 4.00 -1.69 -0.71
C 2.15 0.19 5.64
Cl -9.08 1.84 -3.54
Cl 1.87 -4.27 4.57
Cl -4.94 -6.33 0.65
C 0.84 -3.88 -2.92
Cl 3.94 7.03 4.52
C 7.39 6.75 -1.18
H -0.11 -5.82 -2.62
Cl -2.63 -1.61 0.36
Cl 7.28 12.97 -3.70
Cl -9.09 7.11 0.02
C 2.29 1.26 -4.10
Cl 1.92 -5.25 1.86
Cl -8.18 4.51 -0.85
H 5.29 -6.94 0.88
C -1.05 -5.53 7.50
Cl -10.51 5.70 -2.06
Cl 6.15 7.87 -1.75
Cl 11.69 -7.89 -0.87
Cl -4.45 3.78 -1.08
C 5.58 -4.50 -1.18
Cl 2.41 -0.17 -3.06
Cl 0.85 2.17 -3.62
H 3.55 -6.32 0.54
Cl 5.28 2.63 0.20
Cl -2.72 -2.09 -3.00
C -3.30 4.87 3.29
Cl -0.27 -5.58 9.09
Cl 6.76 7.08 5.17
Cl 1.63 -1.30 6.41
Cl -2.03 -1.14 9.48
C 6.44 11.98 -2.50
Cl -3.89 -8.90 1.42
H 2.60 -4.69 -1.97
Cl -3.18 3.21 3.87
Cl -2.49 1.28 0.56
C 4.55 -7.22 -1.09
H 3.71 -7.72 -1.56
C 6.01 -5.53 -2.17
C 2.33 -3.82 -2.59
C 4.44 -6.84 0.20
Cl 0.21 0.63 9.03
Cl -2.24 -0.35 2.93
Cl -2.71 -6.12 7.64
Cl -11.75 0.97 -2.88
C -4.35 -2.76 -3.05
Cl 5.15 11.07 -3.30
Cl 1.00 0.63 4.36
H 5.65 -7.46 -2.89
Cl -15.65 4.98 -1.16
Cl -1.06 -3.87 6.91
Cl 8.51 6.38 -2.50
Cl -13.98 9.77 -4.69
O 5.71 -4.62 0.03
Cl -3.75 2.07 -3.31
Cl 0.97 2.84 0.90
C -5.08 2.70 -2.34
Cl 8.29 7.50 0.15
C 1.57 4.42 0.40
Cl -5.95 1.37 -1.59
Cl 2.15 0.77 -5.78
Cl -6.18 3.64 -3.36
Cl -1.43 0.93 11.39
H 2.91 -3.80 -3.52
Cl -10.01 -0.76 -4.38
H 3.58 -3.27 -0.13
Cl 5.85 5.74 2.78
Cl 3.74 -0.04 4.92
Cl -15.97 8.39 -3.12
Cl -4.56 5.72 4.18
Cl -4.58 -3.89 -1.71
Cl -5.52 -1.45 -2.91
Cl 1.05 -2.55 2.40
Cl 9.04 -6.77 -1.07
Cl -0.60 -4.78 3.17
C 5.58 7.12 3.85
C 10.22 -7.49 0.02
Cl 6.46 1.03 2.31
Cl 7.57 10.86 -1.76
C 5.80 -7.00 -1.92
Cl -1.75 5.69 3.53
O 2.61 -2.63 -1.85
Cl 3.65 0.81 1.73
S 7.27 -6.01 -4.56
H 0.75 -4.19 -3.96
Cl -4.59 -3.60 -4.58
C -1.88 -0.25 1.20
O 7.64 -2.99 -4.00
Cl 5.77 8.62 2.94
Cl -15.78 3.57 -3.67
C -10.08 0.45 -3.10
Cl -0.13 -0.28 0.97
Cl 6.63 5.26 -0.61
C 1.06 -4.21 3.00
C -14.83 3.82 -2.20
C -0.73 -0.23 10.26
Cl 3.72 2.27 -3.89
Cl 2.23 1.51 6.82
C 5.25 1.07 1.02
Cl 2.88 4.94 1.46
C 5.56 -2.78 -2.85
C 6.60 -5.02 -3.27
Cl 9.54 -8.97 0.72
H 0.41 -2.88 -2.83
Cl -13.23 4.43 -2.63
Cl -14.67 2.28 -1.35
C -8.91 6.03 -1.37
C 4.97 -3.28 -1.75
Cl 0.33 -1.34 11.13
Cl 5.74 13.03 -1.26
Cl -9.48 -0.25 -1.59
H 0.62 -5.14 -1.15
C 3.77 -2.70 -1.05
Cl -3.70 4.85 1.57
C -3.56 -7.17 1.36
H 7.09 -5.14 -5.56
Cl -7.89 6.80 -2.59
Cl -13.19 7.66 -2.88
H 5.20 -1.87 -3.32
Cl 5.57 -0.22 -0.13
Cl -0.15 -6.56 6.38
C -14.44 8.21 -3.99
H -0.90 -4.49 -1.77
H 6.70 -7.48 -1.50
Cl -3.29 -6.55 2.99
Cl 0.26 5.61 0.45
Cl -14.63 7.02 -5.28

---

Entry 5:
Formula: C4H7NOS2
Source: OMol25
Level of theory: wB97M-V/def2-TZVPD

Its spin multiplicity is 1. For the largest force on an atom, the calculation gives 0.0927 Eh/bohr. The value obtained for the HOMO energy is -8.77 eV. The total energy comes out at -29465.112 eV. The calculation puts the lowest unoccupied orbital energy at -0.42 eV.

CARTESIAN COORDINATES (ANGSTROEM)
H -2.88 0.05 0.58
H 0.54 2.41 -1.15
S 2.42 -1.37 0.01
C -1.80 -0.55 0.67
H -0.76 -2.20 -0.62
S -2.10 -1.84 -0.51
C -0.94 0.68 0.06
C 1.23 1.55 -0.53
H 2.12 -2.69 0.37
O -1.47 1.74 -0.03
H 1.41 2.30 0.58
C 0.46 0.30 -0.26
H 2.50 1.20 -1.04
N 0.70 -0.91 0.06
H -1.44 -0.68 1.80

---

Entry 6:
Formula: C30H44BN9O4PSr
Source: OMol25
Level of theory: wB97M-V/def2-TZVPD

Its spin multiplicity is 1. For the largest force on an atom, the calculation gives 0.0645 Eh/bohr. The value obtained for the HOMO energy (alpha / beta) is -3.10 / -0.56 eV. Its total charge is -1. The total energy comes out at -64227.661 eV. The calculation puts the lowest unoccupied orbital energy (alpha / beta) at 2.11 / 1.54 eV.

CARTESIAN COORDINATES (ANGSTROEM)
H 9.84 17.02 18.16
H 14.93 7.75 11.44
C 17.70 15.05 13.37
H 11.42 8.86 19.24
O 14.17 12.51 13.12
C 9.80 18.51 15.05
B 12.40 14.82 15.62
C 7.24 19.43 16.40
C 12.67 11.07 18.63
C 17.06 9.91 12.11
H 13.76 15.00 9.16
H 13.06 12.07 22.67
N 15.17 13.48 18.52
C 11.54 8.93 18.18
H 9.38 21.03 15.98
H 17.43 10.25 11.12
H 8.80 21.43 17.60
H 17.84 10.19 12.83
O 12.13 15.67 14.51
N 15.76 10.52 12.42
H 7.79 19.64 19.11
C 18.06 12.76 12.47
H 15.37 11.25 8.99
H 12.49 13.93 8.61
C 16.58 14.15 13.57
H 13.86 9.64 12.04
C 8.39 18.91 18.57
C 15.31 12.32 9.28
N 14.65 12.46 10.62
H 18.45 12.00 13.19
H 12.00 10.73 22.04
P 15.29 12.12 12.17
H 15.25 14.35 19.06
C 14.15 12.71 19.03
H 7.88 17.94 18.63
C 13.47 13.94 9.10
N 13.70 12.75 20.32
H 9.31 19.35 14.55
H 17.21 7.86 11.29
O 11.68 15.30 16.72
H 17.41 15.80 12.59
C 10.60 17.66 14.26
H 15.45 13.54 17.40
C 14.47 13.16 8.29
H 16.33 12.70 9.22
H 17.42 7.95 12.99
H 15.63 14.50 13.94
C 15.36 8.13 12.37
O 15.98 13.57 16.07
H 10.76 17.82 13.20
C 12.13 10.11 17.67
N 12.34 11.70 21.99
H 10.89 7.56 15.11
C 12.77 11.86 20.70
C 9.51 18.33 16.40
C 11.19 16.61 14.96
C 11.19 7.98 17.25
H 10.30 20.56 17.44
H 19.22 14.49 11.93
C 10.90 16.43 16.33
C 16.82 8.38 12.18
H 13.99 12.53 7.53
C 18.74 14.09 12.86
H 19.52 13.92 13.61
C 14.77 9.49 12.68
H 11.39 9.99 14.54
H 18.32 12.39 11.47
H 14.46 9.56 13.77
N 13.63 11.85 18.17
H 10.87 7.00 17.59
H 6.56 20.11 16.91
H 7.35 19.78 15.36
C 13.43 13.28 10.47
C 9.29 20.65 17.01
C 10.08 17.23 17.12
H 9.34 18.78 19.11
H 17.92 15.65 14.24
C 11.17 8.29 15.89
H 6.70 18.45 16.36
N 12.22 10.99 19.85
H 15.13 13.81 7.73
N 16.63 13.04 12.71
H 13.27 14.01 11.31
Sr 13.99 12.29 15.56
H 15.12 7.37 13.12
H 12.55 12.60 10.40
N 12.10 10.43 16.35
C 8.59 19.30 17.09
C 11.56 9.58 15.53
H 16.84 13.84 15.06

---

- What is the spin multiplicity in the third record?
  1

---

- spin multiplicity of number 6 (C30H44BN9O4PSr)?
  1

---

- What is the formula in the fourth record?
  C33H16Cl80O3S